Entry 1:
57
Properties=species:S:1:pos:R:3:lowdin_charge:R:1 method="wB97M-V/def2-TZVPD" total_charge=+1 orbital_gap_ev=9.76 energy_ha=-2192.88567 molar_mass_g_mol=435.33 homo_energy_ev=-12.15
N 0.541 -2.408 3.883 0.012
C 0.947 -3.041 2.628 -0.215
C 0.950 -1.998 1.499 -0.346
O 2.219 -2.032 0.844 -0.025
C -0.192 -2.334 0.543 -0.068
N -0.513 -1.330 -0.483 0.064
C 0.423 -0.864 -1.343 -0.255
N 1.276 -1.606 -2.065 0.159
C 1.399 -3.042 -2.028 -0.180
O 0.113 -3.568 -2.311 -0.116
O 0.084 -4.887 -1.751 0.000
N 0.386 0.470 -1.507 -0.004
C 1.588 1.297 -1.656 -0.064
C 1.866 2.217 -0.448 -0.657
N 3.310 2.557 -0.437 0.085
N 1.595 1.544 0.809 0.125
N 1.087 3.426 -0.574 0.052
C -0.890 0.969 -0.994 -0.034
C -1.450 -0.235 -0.153 -0.185
C -1.682 0.071 1.327 -0.098
C -3.020 -0.453 1.878 -0.167
O -3.904 0.672 2.018 -0.059
C -5.203 0.274 2.173 -0.336
O -5.743 0.214 3.232 0.135
H 0.603 -3.064 4.650 0.076
H 1.161 -1.635 4.095 0.072
H 0.223 -3.830 2.407 0.118
H 1.928 -3.523 2.665 0.123
H 0.820 -1.022 1.967 0.113
H 2.402 -1.144 0.514 0.073
H 0.021 -3.289 0.064 0.114
H -1.094 -2.502 1.133 0.141
H 1.868 -1.104 -2.703 0.151
H 2.126 -3.335 -2.790 0.146
H 1.753 -3.405 -1.064 0.119
H 0.059 -5.451 -2.539 0.118
H 2.450 0.647 -1.797 0.114
H 1.481 1.914 -2.553 0.133
H 3.891 1.724 -0.423 0.076
H 3.539 3.073 -1.281 0.084
H 2.419 1.555 1.393 0.092
H 0.814 1.943 1.310 0.081
H 1.036 3.904 0.316 0.084
H 1.425 4.057 -1.285 0.014
H -1.548 1.005 -1.865 0.132
H -0.826 1.931 -0.502 0.106
H -2.410 -0.468 -0.616 0.149
H -0.902 -0.324 1.971 0.091
H -1.702 1.150 1.488 0.125
H -2.873 -0.903 2.860 0.136
H -3.453 -1.174 1.177 0.125
H -5.728 0.041 1.238 0.148
C -1.085 5.456 -2.976 -0.997
Cl -0.039 5.947 -1.638 0.563
Cl -0.155 5.078 -4.429 0.510
H -1.625 4.567 -2.674 0.019
H -1.768 6.267 -3.195 0.029

***

Entry 2:
48
Properties=species:S:1:pos:R:3:lowdin_charge:R:1 method="wB97M-V/def2-TZVPD" total_charge=-1 orbital_gap_ev=6.89 energy_ha=-1071.04903 molar_mass_g_mol=373.30 homo_energy_ev=-3.97
I 3.524 0.425 0.191 -0.452
C -1.810 2.742 2.263 -0.032
C -0.711 1.717 2.631 -0.526
C -1.017 1.058 3.982 -0.145
C -2.162 0.067 3.921 -0.186
C -1.932 -1.009 2.862 -0.131
C -1.511 -0.461 1.474 -0.514
N -0.569 0.645 1.656 -0.108
O -0.052 1.091 0.437 -0.099
C -0.823 -1.566 0.687 -0.036
C -2.752 -0.032 0.687 -0.038
C 0.597 2.469 2.742 -0.053
H -1.709 3.597 2.930 0.076
H -2.816 2.319 2.305 0.053
H -1.703 3.047 1.219 0.084
H -0.094 0.619 4.365 0.121
H -1.339 1.841 4.680 0.118
H -3.066 0.641 3.701 0.101
H -2.273 -0.443 4.881 0.106
H -2.875 -1.549 2.703 0.111
H -1.248 -1.794 3.192 0.113
H -0.443 -1.092 -0.220 0.068
H 0.021 -2.050 1.181 0.088
H -1.533 -2.368 0.471 0.082
H -3.358 -0.905 0.437 0.077
H -3.400 0.699 1.172 0.063
H -2.402 0.460 -0.227 0.082
H 0.615 3.314 3.442 0.082
H 0.844 2.971 1.803 0.084
H 1.408 1.814 3.065 0.082
H 0.908 0.892 0.439 -0.077
C 3.154 -2.325 -4.585 -0.083
C 2.954 -0.847 -4.241 -0.436
C 1.676 -0.658 -3.442 -0.232
O 0.570 -0.848 -4.301 -0.181
C -0.634 -0.787 -3.586 -0.131
N 4.097 -0.284 -3.466 0.024
H 3.100 -2.948 -3.689 0.078
H 4.115 -2.523 -5.071 0.064
H 2.415 -2.636 -5.332 0.071
H 2.945 -0.327 -5.206 0.130
H 1.647 0.327 -2.965 0.120
H 1.718 -1.407 -2.636 0.120
H -1.483 -0.814 -4.271 0.079
H -0.783 0.083 -2.942 0.086
H -0.729 -1.690 -2.970 0.084
H 4.012 -0.696 -2.529 -0.039
H 4.907 -0.779 -3.839 0.052

***

Entry 3:
52
Properties=species:S:1:pos:R:3:lowdin_charge:R:1 method="wB97M-V/def2-TZVPD" total_charge=-1 orbital_gap_ev=8.14 energy_ha=-1815.92431 molar_mass_g_mol=360.52 homo_energy_ev=-5.61
C -0.540 -3.193 2.762 -0.114
C 0.729 -2.942 1.918 -0.241
C 0.614 -1.813 0.875 -0.206
C 0.287 -2.307 -0.540 -0.200
C -1.207 -2.604 -0.755 -0.198
C -2.058 -1.377 -1.159 -0.183
C -2.873 -0.737 -0.011 -0.192
C -2.759 0.794 0.132 -0.214
C -1.386 1.403 -0.164 -0.216
C -1.249 2.825 0.394 -0.230
C 0.194 3.274 0.595 -0.238
S 1.065 3.675 -0.941 0.508
O 1.245 5.113 -0.933 -0.365
O 0.284 3.136 -2.033 -0.339
N 2.515 3.019 -0.826 -0.350
S 2.726 1.467 -0.584 0.531
O 2.681 1.114 0.832 -0.374
O 1.961 0.589 -1.450 -0.334
C 4.484 1.300 -1.055 -0.272
O 4.676 0.535 -2.203 -0.196
C 4.634 -0.857 -1.973 -0.109
H -0.319 -3.163 3.832 0.058
H -0.994 -4.164 2.556 0.060
H -1.292 -2.424 2.577 0.051
H 1.027 -3.871 1.423 0.094
H 1.546 -2.690 2.599 0.094
H -0.164 -1.121 1.207 0.093
H 1.542 -1.243 0.848 0.086
H 0.632 -1.578 -1.276 0.089
H 0.853 -3.231 -0.713 0.099
H -1.608 -3.036 0.169 0.093
H -1.313 -3.379 -1.521 0.096
H -1.421 -0.627 -1.625 0.097
H -2.756 -1.713 -1.933 0.098
H -3.934 -0.960 -0.161 0.095
H -2.611 -1.213 0.938 0.085
H -3.503 1.293 -0.495 0.101
H -3.041 1.046 1.160 0.094
H -1.253 1.473 -1.243 0.100
H -0.566 0.773 0.188 0.101
H -1.746 3.528 -0.283 0.114
H -1.774 2.894 1.354 0.103
H 0.247 4.201 1.167 0.090
H 0.764 2.520 1.139 0.075
H 4.874 2.300 -1.227 0.103
H 4.958 0.850 -0.176 0.097
H 5.218 -1.125 -1.084 0.087
H 3.605 -1.204 -1.842 0.077
H 5.075 -1.340 -2.844 0.084
O -5.870 1.297 0.993 -0.055
H -5.762 2.235 1.175 0.037
H -6.435 1.260 0.216 0.035